Formula: C3H7BrNO
Source: OMol25
Level of theory: wB97M-V/def2-TZVPD

As for the molecular weight: 153.00 g/mol. As for the spin multiplicity: 1. Its HOMO-LUMO gap (alpha / beta) is 8.747 / 8.748 eV. For the energy, the calculation gives -2822.164880 Ha. Its energy above the lowest of the compared OMol25 structures with the same formula, charge and spin is 232.47 kJ/mol. For the LUMO energy (alpha / beta), the calculation gives -0.192 / -0.192 hartree. As for the charge: +1.

Last column: Löwdin charge in e.
Cartesian coordinates (Å):
C -0.80 0.60 -0.55  -0.0587
C -0.50 -0.89 -0.92  -0.0801
C 0.67 -0.46 0.94  -0.3249
N -0.02 0.82 0.67  0.0048
O 0.10 -1.41 0.28  -0.0465
Br 2.72 0.13 -0.38  0.2849
H -0.36 1.19 -1.29  0.1118
H -1.89 0.80 -0.19  0.1882
H -1.37 -1.65 -1.03  0.1863
H 0.16 -1.13 -1.68  0.0981
H 1.22 -0.80 1.90  0.1880
H 0.71 1.66 0.73  0.2031
H -0.66 1.14 1.53  0.2449